# 1
Molecular formula: C12H17BrCoN3O2S
Method: DFT, wB97M-V/def2-TZVPD

The value obtained for the energy is -5136.58406 Ha. The calculation puts the HOMO-LUMO gap (spin up / spin down) at 9.49 / 5.20 eV. The expectation value of S² is 6.0250. For the LUMO energy (spin up / spin down), the calculation gives -6.31 / -10.69 eV.

The geometry in ORCA input format:
```
! RIJCOSX wB97M-V def2-TZVPD def2/J DEFGRID3
* xyz 2 5
Co -0.2017 -0.0718 0.5667
C -2.6619 -1.3216 1.3986
C -3.1207 0.0834 1.0115
N -1.9638 1.0117 0.9986
C -2.1296 2.1261 0.0455
C -2.0077 1.6866 -1.4182
S -0.8359 0.3030 -1.7119
C -1.9490 -1.1631 -1.8376
C -1.7507 -2.2358 -0.7629
N -1.4883 -1.7336 0.6004
H -2.3552 -1.3294 2.4494
H -3.4898 -2.0281 1.2785
H -3.5664 0.0714 0.0185
H -3.8830 0.4107 1.7230
H -1.8899 1.4291 1.9293
H -3.1087 2.6037 0.1755
H -1.3689 2.8768 0.2717
H -2.9607 1.3925 -1.8566
H -1.6170 2.5172 -2.0091
H -2.9708 -0.7965 -1.8942
H -1.7120 -1.6074 -2.8063
H -2.6381 -2.8802 -0.7706
H -0.8921 -2.8484 -1.0456
H -1.0492 -2.5052 1.1024
Br 7.0240 -3.8392 1.2637
C 5.5506 -2.9261 0.5126
C 5.2443 -3.0813 -0.8522
N 4.2462 -2.4339 -1.3728
C 3.4447 -1.6406 -0.7160
C 3.6444 -1.4682 0.6549
C 4.7147 -2.1004 1.2673
C 2.6479 -0.6056 1.4624
O 2.9581 -0.2475 2.5632
O 1.5533 -0.3923 0.8378
H 5.8098 -3.7320 -1.5078
H 2.6604 -1.1316 -1.2587
H 4.9084 -1.9424 2.3203
*
```



# 2
Molecular formula: C12H17Cl2CrNS
Method: DFT, wB97M-V/def2-TZVPD

The value obtained for the energy is -2885.29154 Ha. The calculation puts the HOMO-LUMO gap (spin up / spin down) at 4.96 / 5.68 eV. The expectation value of S² is 3.8655. For the LUMO energy (spin up / spin down), the calculation gives 2.68 / 2.74 eV. The value obtained for the energy above the lowest of the compared OMol25 structures with the same formula, charge and spin is 0.0 kcal per mole.

The geometry in ORCA input format:
```
! RIJCOSX wB97M-V def2-TZVPD def2/J DEFGRID3
* xyz -1 4
Cr -0.6390 -0.4316 -0.2249
Cl -0.4520 1.0128 1.4601
Cl 0.6723 -1.6317 -1.5620
C -2.3496 -0.7469 -0.6804
H -2.5294 -1.4916 -1.4733
H -3.1784 -0.6142 0.0282
C -0.5956 1.0614 -1.6499
C -1.9578 0.7415 -1.3983
H -0.1163 0.5783 -2.5159
C -2.8218 1.8712 -0.7538
H -2.4129 0.5577 -2.3887
C -2.4342 3.2393 -1.3109
H -3.8791 1.6510 -0.9503
H -2.6647 1.8493 0.3314
C -0.9732 3.5668 -1.0282
H -2.6130 3.2585 -2.3925
H -3.0737 4.0062 -0.8634
C -0.0011 2.4418 -1.4443
H -0.6990 4.4909 -1.5559
H -0.8366 3.7592 0.0406
H 0.4459 2.7365 -2.4049
H 0.8326 2.3994 -0.7315
S -0.8908 -2.2508 1.3845
C 0.7501 -2.6060 1.6211
N 1.5356 -1.7284 2.3417
C 2.8825 -1.8989 2.4719
C 3.5002 -2.9777 1.8646
C 2.7177 -3.9216 1.1723
C 1.3482 -3.7459 1.0778
H 1.0896 -0.8758 2.6924
H 3.4043 -1.1435 3.0619
H 4.5789 -3.0852 1.9277
H 3.1850 -4.7889 0.7112
H 0.6923 -4.4233 0.5356
*
```



# 3
Molecular formula: C12H17MnN2O4
Method: DFT, wB97M-V/def2-TZVPD

The value obtained for the energy is -2028.50707 Ha. The calculation puts the HOMO-LUMO gap (spin up / spin down) at 1.90 / 1.84 eV. The expectation value of S² is 8.7591. For the LUMO energy (spin up / spin down), the calculation gives -8.53 / -8.55 eV. The value obtained for the energy above the lowest of the compared OMol25 structures with the same formula, charge and spin is 77.2 kcal per mole.

The geometry in ORCA input format:
```
! RIJCOSX wB97M-V def2-TZVPD def2/J DEFGRID3
* xyz 1 6
Mn -1.7920 -1.3497 -3.0049
O -1.0111 -0.2613 -1.5294
H -0.1754 -0.0084 -1.0911
C 2.9960 -3.7833 -0.4774
C 2.6192 -2.3254 0.0136
C 1.1867 -2.2350 0.5410
O 1.3182 -1.8539 1.9184
C 2.5720 -1.7400 2.2712
O 2.9884 -1.3033 3.3539
O 3.3442 -2.2493 1.2491
H 2.4466 -4.1676 -1.3367
H 2.7994 -4.4919 0.3272
H 4.0646 -3.8208 -0.6889
H 2.9077 -1.5395 -0.6843
H 0.7627 -3.2382 0.4957
H 0.6394 -1.5349 -0.0902
N -0.0552 2.4132 -1.7581
C -0.8110 3.5143 -1.3615
C -0.1886 4.6421 -1.7910
C 0.9395 4.1982 -2.5098
C 0.9718 2.8523 -2.5204
H -0.3068 1.4724 -1.4905
H -1.6152 3.4109 -0.6480
H -0.5418 5.6372 -1.5638
H 1.7105 4.8186 -2.9423
H 1.7021 2.1100 -2.8069
N -2.3973 0.1089 0.8251
C -1.9216 -0.4746 1.9177
C -2.8842 -0.3170 2.9307
C -3.9360 0.4658 2.4282
C -3.5937 0.7437 1.0653
H -1.9406 0.0858 -0.0755
H -0.9876 -1.0136 1.8582
H -2.8894 -0.7067 3.9379
H -4.8094 0.7388 3.0018
H -4.1117 1.2022 0.2360
*
```



# 4
Molecular formula: C12H17N
Method: DFT, wB97M-V/def2-TZVPD

The value obtained for the energy is -522.19971 Ha. The calculation puts the HOMO-LUMO gap at 8.77 eV. Its SMILES is CCc1c[nH]c2ccccc12.CC. For the LUMO energy, the calculation gives 0.90 eV. The value obtained for the energy above the lowest of the compared OMol25 structures with the same formula, charge and spin is 12.9 kcal per mole.

The geometry in ORCA input format:
```
! RIJCOSX wB97M-V def2-TZVPD def2/J DEFGRID3
* xyz 0 1
C 1.5956 1.8722 3.2062
C 1.7005 0.8237 2.1234
C 0.4207 0.5553 1.3860
C -0.6809 1.3457 1.2811
N -1.6798 0.6797 0.5954
C -1.2367 -0.6061 0.3282
C -1.9359 -1.6628 -0.2480
C -1.2496 -2.8451 -0.4424
C 0.1324 -2.9152 -0.1959
C 0.8063 -1.8332 0.3256
C 0.1266 -0.6640 0.7014
H 1.0980 1.5773 4.1267
H 1.1483 2.8348 2.9203
H 2.5666 2.2011 3.5820
H 2.4820 1.1123 1.4195
H 2.0170 -0.1054 2.5976
H -0.8186 2.3327 1.6915
H -2.6669 0.8781 0.6057
H -2.9683 -1.5857 -0.5244
H -1.8118 -3.6856 -0.8223
H 0.6589 -3.7932 -0.5439
H 1.8845 -1.9258 0.4456
C 0.9892 1.0607 -4.0482
C 0.0663 2.2267 -3.6975
H 0.8825 0.6829 -5.0691
H 2.0316 1.1478 -3.7573
H 0.7154 0.1655 -3.4739
H 0.5587 3.1564 -3.9884
H -0.1055 2.1638 -2.6233
H -0.9026 2.1085 -4.1653
*
```